Record 1
The molecule C8H9N3O in a non-equilibrium geometry, computed with wB97M-V/def2-TZVPD.

The geometry in XYZ format:
```
21
Properties=species:S:1:pos:R:3
C 2.60 -0.59 -0.27
H 3.42 -1.27 -0.46
C 1.69 1.58 0.02
N -0.80 -1.07 0.49
H 1.79 2.65 0.06
C -1.96 1.36 0.16
N -0.67 1.83 0.42
O -2.22 0.61 -1.05
C 2.80 0.77 -0.20
C -2.25 -0.06 0.14
C -0.98 -2.42 0.02
H -2.74 2.07 0.40
N 1.42 -1.16 -0.10
H -0.52 2.79 0.12
H 3.78 1.21 -0.33
H -1.03 -2.49 -1.08
H -1.89 -2.83 0.46
C 0.44 1.01 0.20
H -0.12 -3.00 0.35
C 0.36 -0.41 0.16
H -3.12 -0.59 0.49
```

structure (SMILES)	CN1c2ncccc2N[C@H]2O[C@H]21
DFT total energy	-14957.71685	eV
relative energy (zero: lowest compared OMol25 entry of this formula, charge and spin)	34.57	kcal per mole
HOMO-LUMO gap	0.3093	hartree


Record 2
A 3-piece molecular cluster, C3H11O3 overall in a non-equilibrium geometry, computed with wB97M-V/def2-TZVPD.

The geometry in XYZ format:
```
17
Properties=species:S:1:pos:R:3
O -0.46 -2.22 0.21
H 2.65 -1.82 -2.08
H -1.34 3.07 1.71
H -2.45 1.86 1.23
H 0.52 1.18 1.71
C -0.55 0.77 -0.11
H -1.52 0.31 -0.38
H 1.78 -0.70 -1.77
H -1.85 1.85 2.88
C -0.50 1.00 1.37
H 0.05 -1.40 -0.07
H -0.76 0.06 1.88
C -1.55 2.01 1.85
H -0.77 -2.60 -0.60
H -0.45 1.71 -0.67
O 2.41 -0.98 -2.43
O 0.47 -0.07 -0.55
```

2S+1	2
DFT total energy	-9429.32231	eV
<S²>	0.75
relative energy (zero: lowest compared OMol25 entry of this formula, charge and spin)	4.90	kcal per mole
HOMO-LUMO gap (alpha / beta)	0.4390 / 0.3020	hartree


Record 3
C22H22N6O3Y as an isolated structure in a non-equilibrium geometry, computed with wB97M-V/def2-TZVPD.

The geometry in XYZ format:
```
54
Properties=species:S:1:pos:R:3
C 0.15 1.01 -2.19
H -0.21 2.18 -1.98
H 1.46 -0.82 -1.18
C -1.02 -1.07 4.43
H -2.25 2.00 -0.12
N -1.66 0.80 1.46
H -1.85 -1.49 7.02
C -1.91 0.46 2.71
O -0.81 0.33 -2.17
C -0.97 -0.54 3.12
H -1.63 3.22 -1.73
H -2.08 1.02 -1.36
C 0.80 -2.41 3.89
N -0.07 -0.88 2.12
C -0.14 -2.63 6.24
C -1.07 -2.81 8.48
C 1.34 2.38 -3.51
C 0.71 -4.13 7.95
O -1.59 1.48 -0.63
H -1.80 -2.51 9.23
O 1.24 1.78 -2.23
C 3.50 -2.86 -0.38
H -0.85 3.71 0.60
C 0.81 -1.85 2.59
N -0.19 -3.75 8.87
C 0.77 -3.61 6.66
N 1.63 -1.63 0.49
N 3.69 -3.54 0.78
H 0.55 2.68 0.36
C -0.16 3.33 -0.16
C 2.49 -1.93 -0.52
C 2.81 -3.22 1.77
H 4.18 -3.10 -1.19
C -3.50 2.32 1.61
H -1.78 -0.71 5.11
C -2.95 1.05 3.42
H 2.98 -3.77 2.69
C -2.47 1.73 0.91
H 1.55 -4.00 6.02
H 1.42 -4.88 8.28
H -3.19 0.80 4.44
H 1.45 1.62 -4.29
C 1.80 -2.28 1.63
H 2.34 -1.39 -1.44
H 0.39 4.18 -0.59
N -3.77 1.99 2.89
H 2.24 3.00 -3.52
H 0.48 3.02 -3.71
H -4.14 3.08 1.16
Y 0.00 0.00 0.00
C -0.12 -2.04 4.86
C -0.90 2.57 -1.23
C -1.09 -2.24 7.21
H 1.55 -3.16 4.13
```

DFT total energy	-39272.70621	eV
total charge	+1
relative energy (zero: lowest compared OMol25 entry of this formula, charge and spin)	315.70	kcal per mole
HOMO-LUMO gap (alpha / beta)	0.1466 / 0.1534	hartree


Q: Which of these has the highest DFT total energy?
A: C3H11O3


Q: Which of these has the lowest relative energy (zero: lowest compared OMol25 entry of this formula, charge and spin)?
A: C3H11O3


Q: The lowest DFT total energy belongs to which entry?
A: C22H22N6O3Y


Q: Which formula does entry 3 have?
A: C22H22N6O3Y